*one*
Density functional theory data (ωB97M-V with the def2-TZVPD basis set) for a gas-phase ion, C3H9N2S (charge +1).

As for the structure (SMILES): C[C@@H]([NH3+])C(N)=S. The value obtained for the HOMO-LUMO gap is 10.001 eV.

```
! RIJCOSX wB97M-V def2-TZVPD def2/J DEFGRID3
* xyz 1 1
C 0.902 -0.114 -0.959
C 0.105 0.041 0.338
N -0.016 1.533 0.627
C -1.369 -0.431 0.255
N -1.441 -1.744 0.369
S -2.613 0.536 -0.138
H 1.084 -1.267 -1.281
H 1.840 0.295 -0.891
H 0.235 0.309 -1.722
H 0.515 -0.456 1.104
H -0.983 1.663 0.141
H 0.793 2.101 0.268
H -0.253 1.834 1.614
H -0.624 -2.217 0.470
H -2.270 -2.237 0.329
*
```

Results of the Mulliken charge analysis, in e, for atoms 1 through 4:
1 C -1.1843
2 C -0.2033
3 N -0.2826
4 C 0.4011

*two*
Density functional theory data (ωB97M-V with the def2-TZVPD basis set) for 2 unconnected molecules or ions with the total composition C3H9N2S.

The value obtained for the HOMO-LUMO gap is 10.060 eV.

```
! RIJCOSX wB97M-V def2-TZVPD def2/J DEFGRID3
* xyz 1 1
C -0.353 1.558 0.162
C -1.541 0.770 0.657
C -0.130 -0.593 -0.945
N 1.410 -1.593 0.252
N 0.306 0.673 -0.823
S -1.605 -0.855 -0.048
H -0.704 2.434 -0.404
H 0.302 1.837 0.979
H -1.560 0.667 1.716
H -2.430 1.340 0.418
H 0.314 -1.404 -1.601
H 1.443 -2.371 -0.389
H 2.371 -1.358 0.386
H 0.969 0.931 -1.559
H 1.207 -2.038 1.198
*
```

Results of the Mulliken charge analysis, in e, for atoms 1 through 4:
1 C -0.5421
2 C -0.3885
3 C 0.0197
4 N -0.7590

Computed stability ranking, most favorable first: *one*, *two*

*one*
Density functional theory data (ωB97M-V with the def2-TZVPD basis set) for a gas-phase ion, C3H9N2S (charge +1).

As for the structure (SMILES): C[NH2+][C@@]1(N)CS1. The value obtained for the HOMO-LUMO gap is 10.525 eV.

```
! RIJCOSX wB97M-V def2-TZVPD def2/J DEFGRID3
* xyz 1 1
C 1.212 -0.030 0.904
N 0.828 0.542 -0.342
C -0.576 0.083 -0.820
N -0.488 -1.334 -0.918
C -1.897 0.763 -0.227
S -1.484 1.147 -1.981
H 1.036 -1.159 0.964
H 2.208 0.131 1.269
H 0.579 0.404 1.614
H 1.340 0.290 -1.149
H 0.551 1.507 -0.248
H -0.546 -1.758 -1.831
H -0.983 -1.672 -0.075
H -2.726 0.138 0.182
H -1.773 1.706 0.378
*
```

Results of the Mulliken charge analysis, in e, for atoms 1 through 4:
1 C -0.8271
2 N -0.0155
3 C 0.1918
4 N -0.5450

*two*
Density functional theory data (ωB97M-V with the def2-TZVPD basis set) for a molecular structure, C3H9N2S.

The value obtained for the HOMO-LUMO gap is 8.852 eV.

```
! RIJCOSX wB97M-V def2-TZVPD def2/J DEFGRID3
* xyz 1 1
C -0.129 0.919 -2.334
C 0.002 -0.121 2.351
C -0.975 -0.988 1.576
N 0.954 0.972 -3.068
N -0.293 0.126 -1.293
S -1.717 -0.037 -0.359
H -1.012 1.141 -2.818
H 0.576 0.702 1.955
H -0.379 0.121 3.379
H 0.671 -0.960 2.562
H -2.044 -1.023 1.814
H -0.507 -1.825 0.964
H 0.959 1.728 -3.783
H 1.857 0.911 -2.504
H 0.578 -0.137 -0.783
*
```

Results of the Mulliken charge analysis, in e, for atoms 1 through 4:
1 C 0.1049
2 C -0.7120
3 C -0.7356
4 N -0.3639

Computed stability ranking, most favorable first: *one*, *two*

*one*
Density functional theory data (ωB97M-V with the def2-TZVPD basis set) for 2 unconnected molecules or ions with the total composition C5H6F2.

The value obtained for the HOMO-LUMO gap (spin up / spin down) is 7.677 / 7.628 eV.

```
! RIJCOSX wB97M-V def2-TZVPD def2/J DEFGRID3
* xyz 0 1
C -0.426 0.557 -0.845
C -2.075 -0.196 0.321
C 0.493 1.381 -0.149
C 0.908 -0.021 -0.614
C 0.896 -1.134 0.429
F -2.671 -1.064 -0.415
F -3.007 0.732 0.601
H 1.051 2.290 -0.672
H 0.354 1.481 0.856
H 1.694 0.121 -1.453
H 0.460 -0.892 1.412
H 1.874 -1.342 0.596
H 0.450 -1.912 -0.067
*
```

Results of the Mulliken charge analysis, in e, for atoms 1 through 4:
1 C 0.1518
2 C 0.2875
3 C -0.6593
4 C 0.0704

*two*
Density functional theory data (ωB97M-V with the def2-TZVPD basis set) for a single C5H6F2 molecule.

As for the structure (SMILES): C=C/C=C\C(F)F. The value obtained for the HOMO-LUMO gap is 8.865 eV.

```
! RIJCOSX wB97M-V def2-TZVPD def2/J DEFGRID3
* xyz 0 1
C 2.448 -0.463 -0.208
C 1.063 -0.493 -0.120
C 0.394 0.820 -0.191
C -0.989 0.880 0.209
C -1.953 -0.315 0.281
F -3.149 0.050 -0.583
F -1.529 -1.418 -0.143
H 3.075 0.316 -0.840
H 3.091 -1.148 0.170
H 0.477 -1.382 0.091
H 0.825 1.744 -0.393
H -1.350 1.847 0.381
H -2.403 -0.438 1.348
*
```

Results of the Mulliken charge analysis, in e, for atoms 1 through 4:
1 C -0.7718
2 C -0.0745
3 C -0.1612
4 C -0.6167

Computed stability ranking, most favorable first: *two*, *one*

*one*
Density functional theory data (ωB97M-V with the def2-TZVPD basis set) for a molecular structure, C5H6F2.

The value obtained for the HOMO-LUMO gap (spin up / spin down) is 8.539 / 8.509 eV.

```
! RIJCOSX wB97M-V def2-TZVPD def2/J DEFGRID3
* xyz 0 1
C 0.008 -0.880 0.361
C -0.361 -0.030 2.026
C 1.324 -0.903 -0.276
C 0.104 -0.163 -0.909
C -1.806 -0.098 2.372
F 0.520 -0.234 2.989
F -2.469 -1.196 1.856
H 2.260 -0.301 0.011
H 1.567 -1.722 -0.862
H -0.427 -0.692 -1.857
H -0.017 0.927 -0.877
H -2.049 -0.035 3.495
H -2.132 0.891 1.913
*
```

Results of the Mulliken charge analysis, in e, for atoms 1 through 4:
1 C 0.0978
2 C 0.1671
3 C -0.5389
4 C -0.4242

*two*
Density functional theory data (ωB97M-V with the def2-TZVPD basis set) for a single C5H6F2 molecule.

As for the structure (SMILES): CC(/C=C\F)=C/F. The value obtained for the HOMO-LUMO gap is 9.982 eV.

```
! RIJCOSX wB97M-V def2-TZVPD def2/J DEFGRID3
* xyz 0 1
C -0.661 -1.584 0.121
C -0.076 -0.294 -0.274
C -0.436 0.867 0.495
C 0.443 1.778 0.890
F 1.792 1.527 0.785
C 0.738 -0.239 -1.273
F 1.108 0.920 -1.802
H -0.199 -2.384 -0.406
H -0.652 -1.629 1.260
H -1.790 -1.683 -0.021
H -1.514 1.120 0.743
H 0.186 2.731 1.320
H 1.062 -1.129 -1.838
*
```

Results of the Mulliken charge analysis, in e, for atoms 1 through 4:
1 C -1.2567
2 C 0.7724
3 C -0.4899
4 C -0.1331

Computed stability ranking, most favorable first: *two*, *one*

*one*
Density functional theory data (ωB97M-V with the def2-TZVPD basis set) for a single C7H10N4S molecule.

As for the structure (SMILES): Cc1nnc(NC2=NCCC2)s1. The value obtained for the HOMO-LUMO gap is 9.033 eV.

```
! RIJCOSX wB97M-V def2-TZVPD def2/J DEFGRID3
* xyz 0 1
C -4.557 -0.713 -0.112
C -3.251 -0.061 0.128
N -3.309 1.232 0.239
N -2.088 1.895 0.233
C -1.109 0.996 0.039
N 0.195 1.391 0.004
C 1.375 0.673 -0.292
N 2.471 1.293 -0.335
C 3.609 0.372 -0.203
C 3.137 -0.879 0.480
C 1.676 -0.731 0.040
S -1.589 -0.644 -0.223
H -5.432 -0.009 -0.524
H -4.509 -1.175 -1.247
H -5.009 -1.401 0.803
H 0.329 2.514 -0.119
H 4.065 -0.142 -1.145
H 4.423 0.969 0.251
H 3.400 -1.020 1.546
H 3.536 -1.837 0.348
H 1.674 -1.734 -0.753
H 0.965 -0.990 0.843
*
```

Results of the Mulliken charge analysis, in e, for atoms 1 through 4:
1 C -0.8152
2 C 0.3982
3 N -0.2708
4 N -0.5386

*two*
Density functional theory data (ωB97M-V with the def2-TZVPD basis set) for a molecular structure, C7H10N4S.

The value obtained for the HOMO-LUMO gap is 9.246 eV.

```
! RIJCOSX wB97M-V def2-TZVPD def2/J DEFGRID3
* xyz 0 1
C -2.732 0.514 -0.818
C -1.426 0.426 -0.998
C -1.953 0.312 1.054
C 1.137 2.487 0.441
C 1.241 1.388 1.113
C 1.510 -1.852 -0.750
C 0.515 -0.032 0.573
N -3.084 0.476 0.480
N -0.854 0.198 0.169
N 0.694 -2.765 -0.200
N 1.245 -0.479 -0.529
S 2.889 -2.321 -1.495
H -3.568 0.637 -1.602
H -0.936 0.560 -1.985
H -1.791 0.222 2.149
H 1.522 3.378 0.851
H 0.768 2.524 -0.608
H 1.660 1.122 2.067
H 0.413 -0.670 1.366
H -0.225 -2.578 0.050
H 0.904 -3.712 -0.401
H 2.072 0.162 -0.926
*
```

Results of the Mulliken charge analysis, in e, for atoms 1 through 4:
1 C -0.4302
2 C -0.1028
3 C -0.2471
4 C -0.6852

Computed stability ranking, most favorable first: *two*, *one*

*one*
Density functional theory data (ωB97M-V with the def2-TZVPD basis set) for a molecular structure, C5H11NO3.

The value obtained for the HOMO-LUMO gap (spin up / spin down) is 7.525 / 7.526 eV.

```
! RIJCOSX wB97M-V def2-TZVPD def2/J DEFGRID3
* xyz 0 1
C -0.559 0.219 -0.228
C 0.605 -0.588 -0.136
C 1.738 0.962 0.374
C -0.968 0.859 -1.512
C -1.342 -1.926 -0.491
N 1.394 1.237 1.753
O -1.095 0.762 0.862
O -1.640 -2.725 0.580
O -1.821 -2.208 -1.567
H -0.377 0.905 1.538
H -2.216 -3.457 0.281
H 1.654 2.167 2.063
H 1.792 0.557 2.390
H 0.776 -1.147 0.772
H 1.023 -0.970 -1.053
H 2.727 0.532 0.219
H 1.591 1.837 -0.253
H -1.571 0.149 -2.088
H -1.600 1.732 -1.363
H -0.112 1.104 -2.140
*
```

Results of the Mulliken charge analysis, in e, for atoms 1 through 4:
1 C 0.9509
2 C -0.8717
3 C -0.7097
4 C -1.3431

*two*
Density functional theory data (ωB97M-V with the def2-TZVPD basis set) for 3 unconnected molecules or ions with the total composition C5H11NO3.

The value obtained for the HOMO-LUMO gap (spin up / spin down) is 8.411 / 8.414 eV.

```
! RIJCOSX wB97M-V def2-TZVPD def2/J DEFGRID3
* xyz 0 1
C 0.929 -2.581 0.504
C -1.209 -0.056 0.394
C 2.593 1.206 -0.380
C -3.461 0.549 0.920
C 1.929 0.582 -1.589
N -0.094 -0.732 0.370
O -1.216 1.233 0.051
O -2.419 -0.441 0.891
O 0.781 0.724 -1.891
H 1.391 -2.543 -0.408
H 1.435 -2.169 1.291
H 2.065 0.720 0.573
H 3.640 0.745 -0.472
H 2.459 2.289 -0.473
H -3.113 1.540 1.208
H -4.314 0.146 1.500
H -3.728 0.737 -0.117
H 0.192 -3.403 0.479
H 2.584 0.098 -2.289
H -0.443 1.356 -0.560
*
```

Results of the Mulliken charge analysis, in e, for atoms 1 through 4:
1 C -0.4881
2 C 0.5660
3 C -0.8502
4 C -0.6382

Computed stability ranking, most favorable first: *one*, *two*